Entry 1:
A 2-piece molecular cluster, C2H2N2 overall at a distorted geometry, computed with wB97M-V/def2-TZVPD.

Each line ends with the natural charge from an NBO analysis.
Geometry (Å):
C: 1.69243 -0.25522 -1.66317  0.07
C: -1.67928 0.31882 1.68326  0.07
N: 1.25839 0.04847 -2.69343  -0.31
N: -1.10063 -0.10899 0.79830  -0.30
H: 2.12088 -0.40831 -0.68137  0.24
H: -2.29179 0.40524 2.55641  0.23

The value obtained for the max |F| is 1.73 eV Å⁻¹. The LUMO energy is 0.95 eV. As for the frontier orbital gap: 13.3 eV. Its HOMO energy is -12.32 eV. For the energy above the lowest of the compared OMol25 structures with the same formula, charge and spin, the calculation gives 0.391 eV.



Entry 2:
A 2-piece molecular cluster, C8H13F8IO2P overall at a distorted geometry, computed with wB97M-V/def2-TZVPD.

Each line ends with the natural charge from an NBO analysis.
Geometry (Å):
C: 2.40520 0.30816 0.50773  -0.63
C: 1.99901 1.38909 -0.52059  -0.46
C: 3.06208 2.46736 -0.74982  -0.07
O: 2.74896 3.75316 -0.08969  -0.78
P: 2.58577 3.77503 1.44374  1.17
I: 4.63541 4.04499 2.59361  0.12
H: 3.34203 0.54758 1.00544  0.20
H: 1.63845 0.20722 1.27275  0.22
H: 2.50047 -0.66076 0.03401  0.24
H: 1.07625 1.88249 -0.22749  0.22
H: 1.85445 0.91115 -1.48268  0.26
H: 4.05349 2.13423 -0.45424  0.20
H: 3.11879 2.71503 -1.80319  0.23
H: 1.92839 2.64288 1.92086  0.03
H: 1.80109 4.87877 1.73930  0.04
C: -2.63513 -2.98788 -0.75378  -0.14
C: -1.58008 -2.41286 -1.70825  0.60
C: -0.18455 -2.14114 -1.14621  0.52
F: -0.22777 -1.24630 -0.13197  -0.33
F: 0.58941 -1.60911 -2.12517  -0.33
F: -2.05216 -1.30559 -2.32047  -0.31
F: -1.38038 -3.36203 -2.66393  -0.32
O: -3.55041 -2.09544 -0.14882  -0.50
C: -3.28890 -1.45709 1.03224  0.85
C: -3.26564 0.07017 0.88008  0.50
F: -2.38484 0.45919 -0.06529  -0.33
F: -2.88057 0.61593 2.05983  -0.33
F: -2.16400 -1.91025 1.62972  -0.32
F: -4.31777 -1.71639 1.86510  -0.31
H: -3.26333 -3.60536 -1.39238  0.24
H: -2.18543 -3.65878 -0.02114  0.21
H: 0.28262 -3.06528 -0.79688  0.15
H: -4.26092 0.43186 0.61760  0.16

The value obtained for the max |F| is 1.03 eV Å⁻¹. The LUMO energy is -4.55 eV. As for the frontier orbital gap: 9.2 eV. Its HOMO energy is -13.78 eV. For the energy above the lowest of the compared OMol25 structures with the same formula, charge and spin, the calculation gives 0.000 eV. Its total charge is +1.



Entry 3:
A 3-piece molecular cluster, C16H33BrF8O4P overall, computed with wB97M-V/def2-TZVPD.

Each line ends with the natural charge from an NBO analysis.
Geometry (Å):
F: -4.40725 0.44448 -3.22623  -0.36
C: -3.16043 -0.11609 -3.17166  0.98
F: -3.36024 -1.33860 -2.66218  -0.33
F: -2.49252 0.58426 -2.23592  -0.34
C: -2.49949 -0.10878 -4.53267  -0.51
C: -0.98206 0.04622 -4.55819  -0.71
P: -0.05433 -1.57908 -4.19219  0.81
Br: 1.01517 -1.50511 -6.53592  -0.67
C: 0.86097 -3.22659 -3.98586  -0.71
C: 0.56123 -3.94604 -2.67189  -0.40
C: 1.06586 -3.28279 -1.38522  -0.47
C: 2.57295 -3.39721 -1.13854  0.62
F: 2.81075 -4.01032 0.06964  -0.34
F: 3.19151 -4.18012 -2.06544  -0.32
C: 3.37411 -2.04245 -1.10034  0.92
F: 4.59748 -2.17194 -1.58766  -0.31
F: 3.47739 -1.59259 0.15403  -0.32
F: 2.75859 -1.08773 -1.80058  -0.31
H: -2.77245 -1.07742 -4.99106  0.24
H: -3.00295 0.68091 -5.10649  0.23
H: -0.62854 0.78204 -3.81945  0.21
H: -0.69245 0.39031 -5.55821  0.24
H: 1.09802 -0.81730 -3.75638  -0.14
H: -0.65650 -1.63760 -2.87552  -0.13
H: -1.15601 -2.30303 -4.82897  -0.17
H: 1.93954 -3.05962 -4.12866  0.21
H: 0.51495 -3.85401 -4.81870  0.22
H: 0.92743 -4.98523 -2.69414  0.20
H: -0.53885 -4.00357 -2.56961  0.21
H: 0.60379 -3.77269 -0.51535  0.23
H: 0.77050 -2.22838 -1.35984  0.24
C: 0.82235 4.24685 0.74031  -0.25
O: 2.06290 3.57379 0.66750  -0.55
C: 2.18924 2.51665 1.60257  -0.09
C: 1.85900 1.16336 1.00814  -0.09
O: 0.50464 1.06737 0.60571  -0.57
C: 0.30197 1.19214 -0.79552  -0.26
H: 0.77910 4.93150 -0.10540  0.19
H: -0.01850 3.55115 0.68187  0.18
H: 0.73837 4.82274 1.66979  0.16
H: 1.54740 2.70942 2.47135  0.17
H: 3.22654 2.50314 1.95024  0.18
H: 2.03878 0.39521 1.76766  0.18
H: 2.52417 0.95543 0.16430  0.19
H: 0.67167 0.31373 -1.33022  0.19
H: 0.79575 2.08439 -1.18926  0.17
H: -0.77117 1.26895 -0.95595  0.20
C: -0.96648 -0.40164 6.03025  -0.25
O: -2.18435 0.29765 6.20302  -0.55
C: -2.02419 1.63957 6.62069  -0.09
C: -2.10225 2.62353 5.47071  -0.09
O: -1.03418 2.47251 4.55950  -0.56
C: -1.37286 1.76170 3.37925  -0.26
H: -1.20865 -1.35441 5.56312  0.19
H: -0.27310 0.14671 5.38876  0.18
H: -0.48227 -0.59201 6.99498  0.16
H: -1.06576 1.76497 7.13900  0.17
H: -2.82490 1.86244 7.33255  0.18
H: -2.05679 3.63905 5.87781  0.18
H: -3.06380 2.50801 4.95703  0.17
H: -2.01635 2.36294 2.72802  0.17
H: -1.88126 0.82195 3.60763  0.18
H: -0.45114 1.54728 2.84384  0.21

The value obtained for the max |F| is 1.00 eV Å⁻¹. The LUMO energy is 2.36 eV. As for the frontier orbital gap: 7.1 eV. Its HOMO energy is -4.77 eV. For the energy above the lowest of the compared OMol25 structures with the same formula, charge and spin, the calculation gives 0.000 eV. Its total charge is -1.



Entry 4:
An isolated ion of composition C4H12N3 and charge +1 at a distorted geometry, computed with wB97M-V/def2-TZVPD.

Each line ends with the natural charge from an NBO analysis.
Geometry (Å):
C: -1.20065 1.24366 -0.98025  -0.27
C: -0.12845 0.39931 -1.62304  -0.43
C: 0.12648 -1.08224 -0.98277  -0.22
N: 1.55516 -0.01331 1.23482  -0.68
C: 0.69390 -1.04381 1.42345  0.48
N: -0.32541 -1.39806 0.53543  -0.67
N: -0.67452 1.30413 0.40412  -0.91
H: -2.36336 0.93403 -1.10839  0.23
H: -1.14434 2.29983 -1.50023  0.23
H: -0.17824 0.18912 -2.66854  0.24
H: 0.83650 0.97963 -1.53189  0.20
H: -0.51591 -1.68927 -1.62921  0.24
H: 1.20946 -1.22739 -0.90730  0.22
H: 2.16248 0.22691 1.99392  0.43
H: 1.00968 -1.67669 2.25642  0.22
H: -1.17960 -0.71769 0.44030  0.46
H: 1.04654 0.68765 0.72238  0.44
H: -0.34498 2.28412 0.63066  0.39
H: -1.37257 1.35895 1.05689  0.38

The value obtained for the max |F| is 4.23 eV Å⁻¹. The LUMO energy is -4.93 eV. As for the frontier orbital gap: 9.3 eV. Its HOMO energy is -14.21 eV. For the energy above the lowest of the compared OMol25 structures with the same formula, charge and spin, the calculation gives 4.090 eV. Its total charge is +1.



Entry 5:
C18H28IOP2Yb as an isolated structure at a distorted geometry, computed with wB97M-V/def2-TZVPD.

Each line ends with the natural charge from an NBO analysis.
Geometry (Å):
C: -2.47914 3.84221 -0.21572  -0.70
I: -0.37267 4.63934 -0.97111  0.34
H: -2.68759 2.84628 0.23198  0.19
H: -3.11621 3.99415 -1.08850  0.28
H: -2.69763 4.57007 0.55652  0.28
Yb: -0.74100 1.91206 -0.22961  0.98
P: -0.96890 -0.12270 -2.31912  1.07
C: -0.33289 0.39448 -3.94569  -0.93
C: -1.35346 -1.83313 -2.73008  -0.95
H: -1.85690 -1.90164 -3.69534  0.26
H: -2.99079 0.28009 -3.47156  0.28
H: -1.97695 -2.22873 -1.92559  0.26
H: -3.34131 0.12105 -1.74883  0.25
H: 0.61418 -0.11326 -4.14883  0.26
H: -0.38318 -2.34641 -2.76436  0.26
C: -2.65243 0.58309 -2.46874  -0.97
H: -1.05980 0.07881 -4.71139  0.25
H: -2.70280 1.68506 -2.40280  0.22
H: -0.20235 1.48427 -4.00851  0.24
P: 1.13302 1.44105 1.95082  0.82
C: 2.63619 2.37459 2.37783  -0.93
C: -0.07641 2.37486 2.96735  -0.96
H: 0.48236 -0.56651 3.14771  0.25
H: 1.80757 0.30138 4.02882  0.25
H: 2.17838 -0.63541 2.51706  0.26
C: 1.42628 -0.01033 3.04040  -0.91
H: -0.94134 1.72444 3.19736  0.25
H: 0.44399 2.60346 3.91130  0.27
H: 2.71822 2.45917 3.47359  0.26
H: 2.62044 3.37892 1.92571  0.24
H: -0.42218 3.31770 2.49414  0.23
H: 3.50091 1.79764 2.01083  0.26
C: 1.61808 2.46183 -0.58867  0.46
O: 2.70087 2.68536 -0.96429  -0.44
C: -0.74337 -4.10303 1.76452  -0.20
C: -1.58086 -2.97500 1.71239  -0.18
C: -1.16959 -1.87239 0.96954  -0.25
C: 0.03504 -1.85488 0.20548  -0.02
C: 0.42187 -0.86716 -0.78745  -0.26
C: 1.74421 -0.79144 -1.21034  -0.27
C: 2.65238 -1.85665 -0.97540  -0.22
C: 2.24024 -2.90789 -0.18481  -0.15
C: 0.94508 -2.94233 0.41558  -0.09
C: 0.50625 -4.06819 1.15863  -0.14
H: -1.08465 -4.99969 2.28052  0.24
H: -2.53603 -2.98098 2.24735  0.24
H: -1.79703 -0.98331 0.97305  0.18
H: 2.08210 0.09313 -1.75728  0.21
H: 3.65305 -1.82684 -1.42737  0.25
H: 2.92144 -3.74082 -0.03570  0.24
H: 1.18530 -4.91580 1.21863  0.24

The expectation value of S² is 0.76. The value obtained for the max |F| is 5.86 eV Å⁻¹. As for the spin multiplicity: 2. The LUMO energy (alpha / beta) is -8.00 / -8.00 eV. As for the frontier orbital gap (alpha / beta): 4.5 / 5.6 eV. Its HOMO energy (alpha / beta) is -12.52 / -13.57 eV. Its total charge is +2.



Entry 6:
An isolated molecule of C5H14N2 at a distorted geometry, computed with wB97M-V/def2-TZVPD.

Each line ends with the natural charge from an NBO analysis.
Geometry (Å):
C: -1.79533 -0.15139 -1.07700  -0.43
N: -0.40014 -0.37280 -1.49169  -0.61
C: 0.24938 2.38981 -0.24708  -0.60
C: 0.50851 1.01275 0.40713  -0.41
C: 0.58142 -0.31152 -0.37861  -0.06
C: 0.33265 -1.47092 0.59961  -0.22
N: 1.48490 -1.94026 1.38467  -0.86
H: -2.22017 -0.95036 -0.44947  0.17
H: -1.86295 0.80295 -0.58263  0.19
H: -2.45850 -0.09245 -1.93973  0.20
H: -0.38699 -1.33810 -1.77633  0.35
H: 1.05964 2.76260 -0.87332  0.21
H: -0.64571 2.39957 -0.85347  0.21
H: 0.06717 3.05550 0.59835  0.21
H: -0.29999 0.91931 1.14228  0.19
H: 1.35276 1.05775 1.10831  0.21
H: 1.57270 -0.57753 -0.76293  0.20
H: -0.04808 -2.34516 0.06153  0.18
H: -0.43274 -1.13821 1.31041  0.16
H: 1.17785 -2.47248 2.18208  0.36
H: 2.16362 -1.23905 1.63791  0.36

The value obtained for the max |F| is 1.21 eV Å⁻¹. The LUMO energy is 1.07 eV. As for the frontier orbital gap: 9.9 eV. Its HOMO energy is -8.78 eV. For the energy above the lowest of the compared OMol25 structures with the same formula, charge and spin, the calculation gives 1.176 eV.



Number 1: electronic energy -5084.795 eV. Number 2: electronic energy -51724.239 eV. Number 3: electronic energy -126387.989 eV. Number 4: electronic energy -8803.644 eV. Number 5: electronic energy -79357.624 eV. Number 6: electronic energy -8391.443 eV.